Here is a gas-phase ion, C4H8N3 (charge +1) from the Open Molecules 2025 dataset. Energies are from ωB97M-V/def2-TZVPD.

Last columns: bonded neighbours and bond lengths (Å).
Geometry (Å):
1 C -0.0845 0.8762 -1.1886  N5 1.231, N6 1.259
2 C -2.2008 1.8779 -1.1095  N5 1.291, H8 1.065, H9 1.083
3 C 1.3948 -0.1992 0.3848  C4 1.529, N6 1.453, H10 1.049, H11 1.162
4 C 0.6942 -1.3750 1.0669  C3 1.529, N7 1.426, H12 1.179, H13 1.160
5 N -0.9219 1.7546 -0.9797  C1 1.231, C2 1.291
6 N 0.8244 0.0453 -0.9287  C1 1.259, C3 1.453, H14 1.007
7 N -0.5726 -0.8693 1.4815  C4 1.426, H15 1.004
8 H -2.5938 2.8659 -1.0542  C2 1.065
9 H -2.6861 0.9933 -1.5020  C2 1.083
10 H 1.2063 0.4970 1.1468  C3 1.049
11 H 2.5310 -0.3844 0.2269  C3 1.162
12 H 0.6798 -2.3449 0.3969  C4 1.179
13 H 1.4087 -1.7692 1.8919  C4 1.160
14 H 1.4038 -0.3112 -1.6705  N6 1.007
15 H -1.0832 -1.6568 1.8375  N7 1.004

The value obtained for the energy above the lowest of the compared OMol25 structures with the same formula, charge and spin is 654.35 kJ/mol. The HOMO-LUMO gap (spin up / spin down) comes out at 9.2 / 8.1 eV. As for the multiplicity: 1. As for the LUMO energy (spin up / spin down): -4.666 / -6.106 eV. The charge is +1.